Entry 1:
# C3H6N2O

One molecule with the formula C3H6N2O in a non-equilibrium geometry (ωB97M-V/def2-TZVPD, the OMol25 dataset).

```
12
Properties=species:S:1:pos:R:3:forces:R:3
C -2.281655 -0.485433 -0.083645 1.2 -1.4 1.6
C -1.275469 0.396884 -0.115508 0.6 -1.0 0.0
N 0.063351 -0.026288 0.160482 -1.7 0.5 -0.3
C 1.104046 0.829344 0.081767 0.4 1.4 -0.4
N 2.340979 0.525888 -0.041874 -1.0 -0.1 0.1
O 2.374858 -0.888756 -0.150751 1.6 -0.2 0.4
H -2.012566 -1.587042 0.318914 -1.1 2.6 -1.2
H -3.286293 -0.080498 -0.128761 0.0 -0.6 -0.3
H -1.434840 1.448145 -0.419144 0.4 -0.7 0.4
H 0.228326 -1.017126 0.300715 0.1 0.4 -0.2
H 0.849958 1.904167 0.073406 0.2 -0.7 0.1
H 3.329308 -1.019287 0.004401 -0.7 -0.4 -0.2
```
Positions in Å, forces in eV/Å.

- Charge: 0
- Energy: -302.57179 Eh
- SMILES: C=CN/C=N\O
- Energy above the lowest of the compared OMol25 structures with the same formula, charge and spin: 3.301 eV
- Frontier orbital gap: 9.39 eV
- E_HOMO: -8.3 eV


Entry 2:
# C8H10O2

One molecule with the formula C8H10O2 in a non-equilibrium geometry (ωB97M-V/def2-TZVPD, the OMol25 dataset).

```
20
Properties=species:S:1:pos:R:3:forces:R:3
C 1.091180 -0.316867 -3.165959 -1.4 0.6 2.2
C 0.083484 0.404438 -2.566426 2.9 -1.8 -1.1
C -0.184706 0.365474 -1.142879 -0.8 0.9 0.9
C -1.327647 0.881409 -0.580498 1.4 -0.6 -1.8
C -1.263534 0.663898 0.810104 -0.9 0.7 0.4
O -2.138527 1.031340 1.583190 1.1 -0.7 0.6
C 0.072532 -0.077000 1.059704 -1.2 -0.6 0.7
C 0.869331 0.692024 2.116529 0.0 -0.8 0.2
C -0.302909 -1.548120 1.417272 1.3 0.1 0.4
O 0.729365 -0.130271 -0.237579 -1.1 0.6 -0.7
H 1.720289 -0.997271 -2.574661 -0.3 0.4 -0.2
H 1.300231 -0.289176 -4.207517 -0.1 0.2 -0.7
H -0.528044 1.052988 -3.157552 -0.4 0.2 -0.1
H -2.130287 1.382018 -1.102217 0.1 -0.2 0.0
H 1.228720 1.639274 1.702573 0.1 -0.3 0.1
H 1.677823 0.042579 2.482671 0.1 0.5 -0.2
H 0.223837 0.903506 2.993617 0.1 -0.1 -0.7
H -0.811097 -1.519938 2.389157 0.0 -0.2 -0.3
H -0.947023 -2.012630 0.650071 0.3 0.4 0.3
H 0.636982 -2.167674 1.530398 -1.0 0.7 -0.2
```
Positions in Å, forces in eV/Å.

- Charge: 0
- Energy: -461.27730 Eh
- SMILES: C=CC1=CC(=O)C(C)(C)O1
- Energy above the lowest of the compared OMol25 structures with the same formula, charge and spin: 1.667 eV
- Frontier orbital gap: 8.81 eV
- E_HOMO: -9.0 eV


Entry 3:
# C31H30BClN10O2Pt

C31H30BClN10O2Pt as an isolated structure in a non-equilibrium geometry (ωB97M-V/def2-TZVPD, the OMol25 dataset).

```
76
Properties=species:S:1:pos:R:3:forces:R:3
Pt -0.372849 -0.017877 0.162752 0.0 0.6 0.3
C -1.546611 0.247252 -3.887932 0.0 0.0 0.1
C -0.960028 0.807624 -2.768434 0.0 -0.1 0.0
N -1.055014 -0.046411 -1.736686 0.0 0.0 -0.2
N -1.692680 -1.154093 -2.180350 -0.2 0.1 0.1
C -2.004810 -0.991749 -3.467152 0.1 0.0 0.0
B -2.034590 -2.336630 -1.209041 0.1 0.0 0.1
N -2.727795 -1.693821 0.045169 0.0 0.0 0.0
C -3.903604 -2.010163 0.598907 0.1 0.1 0.0
C -4.180466 -1.105905 1.612992 0.0 0.0 -0.1
C -3.106807 -0.235589 1.620153 0.0 0.0 0.0
N -2.233118 -0.599870 0.666699 -0.1 -0.2 0.0
N -0.644074 -2.866061 -0.728149 -0.1 0.1 0.1
C 0.055236 -3.993142 -0.897000 0.0 -0.1 0.0
C 1.284618 -3.872452 -0.269814 0.0 0.0 0.0
C 1.281588 -2.601418 0.271218 -0.1 0.0 0.0
N 0.109996 -2.008576 0.001250 0.3 -0.2 -0.2
N -2.959522 -3.298336 -1.845481 0.0 0.0 -0.2
C -2.969221 -4.641287 -2.103033 -0.1 -0.1 0.0
C -4.137964 -4.938985 -2.743112 0.1 -0.1 0.1
C -4.812621 -3.704397 -2.842946 0.0 -0.1 0.0
N -4.116934 -2.725977 -2.311019 0.1 0.2 0.0
H -1.641934 0.675651 -4.866323 0.0 0.1 -0.1
H -0.467481 1.756835 -2.656154 0.0 0.1 0.0
H -2.527876 -1.763071 -4.001996 -0.1 0.0 0.0
H -4.471953 -2.846108 0.233410 -0.1 0.0 -0.1
H -5.052376 -1.077178 2.241963 0.0 0.0 0.0
H -2.925821 0.613527 2.257904 0.0 0.0 0.0
H -0.343654 -4.822429 -1.451096 0.0 0.0 0.0
H 2.062359 -4.612150 -0.210756 0.0 0.0 0.0
H 2.040211 -2.098268 0.846508 0.0 0.0 0.0
H -2.179442 -5.304447 -1.802819 0.0 0.0 0.0
H -4.475120 -5.907664 -3.066753 0.0 0.0 0.0
H -5.775969 -3.499498 -3.280729 0.0 0.0 0.0
O 6.144783 2.054011 0.564293 0.0 0.0 0.0
C 5.589612 1.908850 -0.712391 -0.1 0.0 -0.1
C 4.170352 1.445130 -0.556897 0.0 0.0 0.0
C 3.368109 1.163668 -1.663561 0.1 0.0 0.0
C 2.073815 0.730730 -1.481158 0.1 0.0 0.1
N 1.553749 0.564952 -0.255981 0.0 0.0 0.2
C 2.330758 0.791443 0.835533 -0.2 0.0 0.0
C 3.627163 1.250887 0.711353 -0.1 -0.1 -0.1
C 1.711316 0.431839 2.132442 0.0 0.0 -0.1
C 2.373503 0.478431 3.340945 -0.2 0.0 0.0
C 1.736432 0.022604 4.500834 0.0 0.1 -0.1
C 2.471469 0.117268 5.810858 0.0 -0.1 0.0
O 3.117339 1.369361 5.802236 0.0 0.0 0.0
C 0.452097 -0.491246 4.379299 0.1 -0.1 0.0
C -0.168000 -0.506130 3.144929 0.0 0.0 0.0
N 0.433524 -0.028375 2.050779 0.2 -0.1 -0.1
H 7.078925 2.281120 0.496791 0.0 0.0 0.0
H 6.125116 1.171803 -1.324669 0.0 0.0 0.0
H 5.583359 2.853622 -1.272296 0.0 0.0 0.0
H 3.746054 1.269082 -2.671936 0.0 0.0 0.0
H 1.437403 0.484886 -2.317551 0.0 0.0 0.0
H 4.244879 1.442396 1.575355 0.0 0.0 0.0
H 3.377773 0.868768 3.414568 0.0 0.0 0.0
H 3.195775 -0.707787 5.854661 -0.1 0.0 0.0
H 1.775799 -0.004229 6.645307 0.0 0.1 0.0
H 3.496362 1.548771 6.670393 0.1 0.0 0.0
H -0.082990 -0.876182 5.236858 0.0 0.0 0.0
H -1.167480 -0.894721 3.021275 0.0 0.0 0.0
Cl -3.433486 2.605149 -1.090105 0.1 0.0 0.0
C -1.936246 3.389343 -1.268559 -0.2 0.1 -0.2
C -1.789583 4.364566 -2.240326 0.0 -0.1 0.1
C -0.562671 4.989298 -2.388514 -0.2 0.1 -0.1
C 0.540832 4.673530 -1.557609 0.0 -0.2 0.3
C 0.404946 3.722435 -0.588929 0.0 0.1 -0.1
C -0.830756 3.037195 -0.406005 -0.1 0.1 0.2
C -1.002890 2.103216 0.647535 0.5 -1.1 -0.4
H -2.628943 4.638062 -2.864003 0.0 0.0 0.0
H -0.447774 5.744188 -3.155723 0.0 0.0 0.0
H 1.468307 5.214801 -1.681165 0.0 0.0 0.0
H 1.217885 3.500222 0.091076 0.0 0.0 0.0
H -2.014797 1.810215 0.872017 -0.1 0.4 0.2
H -0.295493 2.139490 1.465894 -0.1 0.6 0.2
```
Positions in Å, forces in eV/Å.

- Charge: +3
- 2S+1: 2
- Energy: -2500.88112 Eh
- Energy above the lowest of the compared OMol25 structures with the same formula, charge and spin: 2.115 eV
- Frontier orbital gap (spin up / spin down): 6.78 / 4.02 eV
- ⟨S²⟩: 0.778
- E_HOMO (spin up / spin down): -16.0 / -16.0 eV


Entry 4:
# C36H42KN7O3PS

C36H42KN7O3PS as an isolated structure (ωB97M-V/def2-TZVPD, the OMol25 dataset).

```
91
Properties=species:S:1:pos:R:3:forces:R:3
K 1.047030 1.486593 0.151998 0.3 0.2 0.6
O 4.128029 0.917343 -0.668246 -0.1 0.0 0.0
S 3.486348 -0.392852 -0.874349 0.0 0.0 0.1
O 4.315591 -1.310647 -1.647984 0.0 0.0 0.0
N 2.028943 -0.122776 -1.525996 0.0 -0.1 -0.3
C 1.947385 0.359886 -2.792304 0.2 -0.1 -0.1
C 2.913356 0.176914 -3.798764 0.0 -0.1 0.1
C 2.755176 0.647671 -5.100445 -0.1 0.0 0.0
C 1.645210 1.354566 -5.492694 0.1 0.0 0.0
C 0.663638 1.632630 -4.527327 -0.1 0.0 0.1
C -0.459123 2.434048 -4.836454 0.0 0.0 0.0
C -1.352901 2.780462 -3.865048 0.0 0.0 -0.1
C -1.132304 2.287253 -2.568308 0.0 0.0 0.2
N -0.139871 1.492291 -2.245911 0.1 0.0 -0.3
C 0.787794 1.153248 -3.184541 0.0 0.0 -0.2
C 3.131696 -1.102889 0.687456 -0.1 0.0 -0.1
C 1.749748 -1.536173 1.149680 0.1 -0.1 -0.1
C 1.822508 -1.898671 2.623304 0.0 0.0 0.0
C 2.972332 -2.260599 3.235903 0.1 0.0 0.0
C 4.247522 -2.137355 2.605812 0.0 0.0 0.0
C 4.267313 -1.514530 1.360238 0.0 0.0 0.0
H 3.801010 -0.380636 -3.541241 0.0 0.0 0.0
H 3.539883 0.442468 -5.820263 0.0 0.0 0.0
H 1.524966 1.725505 -6.503248 0.0 0.0 0.0
H -0.573778 2.791306 -5.854272 0.0 0.0 0.0
H -2.199355 3.424053 -4.068518 0.0 0.0 0.0
H -1.802282 2.565883 -1.755971 0.0 0.0 0.0
H 1.014164 -0.720835 1.076025 -0.1 -0.2 -0.2
H 0.880368 -1.951701 3.164297 0.0 0.0 0.0
H 2.919768 -2.617680 4.264377 0.0 0.0 0.0
H 5.160545 -2.460727 3.088440 0.0 0.0 0.0
H 5.225847 -1.324118 0.884632 0.0 0.0 0.0
C 4.185805 0.202748 5.365966 0.0 0.0 0.0
N 3.636309 0.986083 4.283313 0.0 -0.1 0.0
C 4.313809 1.395258 3.163449 0.0 0.0 0.0
C 3.374821 1.903779 2.322801 0.0 0.0 0.0
N 2.124510 1.810157 2.896304 0.0 0.1 0.1
C 2.329563 1.241085 4.062810 0.0 0.0 -0.1
H 5.163241 0.596382 5.641990 0.0 0.0 0.0
H 4.290618 -0.836485 5.055162 0.0 0.0 0.0
H 3.524950 0.265095 6.229386 0.0 0.0 0.0
H 5.368902 1.229931 3.039723 0.0 0.0 0.0
H 3.535029 2.248334 1.314781 0.0 0.1 0.0
H 1.569225 0.975313 4.781478 0.0 0.0 0.0
C -0.399732 -4.298112 1.477408 0.0 0.0 0.0
C -0.277097 -3.055065 0.598294 0.0 0.0 0.0
C -1.085837 -3.228870 -0.685732 0.0 0.0 0.0
C 1.187709 -2.700934 0.291783 0.0 0.1 0.1
H -1.444337 -4.502252 1.739137 0.0 0.0 0.0
H 0.173629 -4.174852 2.396762 0.0 0.0 0.0
H -0.006459 -5.173994 0.952642 0.0 0.0 0.0
H -0.714688 -2.213102 1.146549 0.0 0.0 0.0
H -0.711503 -4.077677 -1.265802 0.0 0.0 0.0
H -0.999644 -2.340610 -1.316111 0.0 0.0 0.0
H -2.146432 -3.407848 -0.470046 0.0 0.0 0.0
H 1.290319 -2.408227 -0.755876 0.0 0.0 0.0
H 1.837010 -3.567891 0.450236 0.0 0.0 0.0
N -5.871900 -1.929079 -7.196628 0.0 0.0 0.0
C -5.475081 -1.735362 -6.135650 0.0 0.0 0.1
C -4.994709 -1.498332 -4.800136 0.0 0.0 0.0
C -4.159226 -0.420430 -4.526478 0.1 0.1 -0.1
C -3.722694 -0.183030 -3.237916 0.0 0.1 0.0
C -4.103574 -1.033844 -2.206174 0.0 0.0 0.0
C -4.916729 -2.128107 -2.478457 0.0 0.0 0.0
C -5.366918 -2.351592 -3.765710 -0.1 -0.1 0.0
N -3.646678 -0.797382 -0.894471 -0.1 0.0 0.0
C -4.198575 -1.277862 0.280891 0.1 0.0 0.0
C -3.352879 -0.886265 1.268294 0.1 -0.1 0.0
N -2.283578 -0.196367 0.740071 -0.2 0.3 0.1
C -2.496722 -0.143235 -0.543446 0.1 -0.2 0.0
H -3.853641 0.237728 -5.329200 0.0 0.0 0.0
H -3.080503 0.664609 -3.040469 0.0 0.0 0.0
H -5.174845 -2.819733 -1.689038 0.0 0.0 0.0
H -5.999610 -3.202390 -3.980768 0.0 0.0 0.0
H -5.129138 -1.814476 0.306257 0.0 0.0 0.0
H -3.437270 -1.074360 2.326326 0.0 0.0 0.0
H -1.825132 0.296576 -1.264653 0.0 -0.1 0.0
C -0.019428 4.495741 3.440176 0.1 0.0 0.0
P -0.991125 3.475232 2.325348 0.1 0.0 -0.1
C -2.628188 4.237493 2.278392 0.0 0.0 0.0
C -1.225791 1.908411 3.164782 0.0 0.0 0.0
O -0.390434 3.356824 0.962986 -0.4 0.3 0.2
H -0.494713 4.583777 4.417939 0.0 0.0 0.0
H 0.104379 5.484809 2.998042 0.0 0.0 0.0
H 0.955848 4.016670 3.539184 0.0 0.0 0.0
H -3.044805 4.362790 3.278277 0.0 0.0 0.0
H -3.283802 3.594409 1.689623 0.0 0.0 0.0
H -2.550539 5.208339 1.788604 0.0 0.0 0.0
H -1.691742 2.049737 4.141608 0.0 0.0 0.0
H -0.246257 1.441228 3.273752 0.0 0.0 0.0
H -1.840275 1.269297 2.531956 0.0 0.0 0.0
```
Positions in Å, forces in eV/Å.

- Charge: -1
- Energy: -3345.61268 Eh
- Energy above the lowest of the compared OMol25 structures with the same formula, charge and spin: 0.196 eV
- Frontier orbital gap: 4.01 eV
- E_HOMO: -2.3 eV


Entry 5:
# C3H4O3

One molecule with the formula C3H4O3 (ωB97M-V/def2-TZVPD, the OMol25 dataset).

```
10
Properties=species:S:1:pos:R:3:forces:R:3
O -0.915624 -1.601910 0.664910 0.1 -0.1 -0.3
C -0.197131 -1.297791 -0.385452 -0.1 0.0 0.3
C -0.130187 1.430954 -0.228790 -0.2 0.2 0.0
O 1.104633 0.746814 -0.013097 0.1 -0.2 0.1
C 1.044579 -0.590732 0.072271 0.4 -0.2 0.0
O 2.005703 -1.261758 0.356243 -0.4 0.3 -0.1
H -1.669309 -2.137983 0.368815 0.1 0.1 0.1
H -0.740498 0.922492 -0.983855 0.1 0.1 0.1
H -0.690005 1.513511 0.708574 0.1 0.0 -0.1
H 0.129626 2.426850 -0.587288 0.0 -0.1 0.0
```
Positions in Å, forces in eV/Å.

- Charge: 0
- Energy: -342.32917 Eh
- Energy above the lowest of the compared OMol25 structures with the same formula, charge and spin: 3.449 eV
- Frontier orbital gap: 9.55 eV
- E_HOMO: -9.3 eV


Entry 6:
# C4H10BrP

A 2-piece molecular cluster, C4H10BrP overall in a non-equilibrium geometry (ωB97M-V/def2-TZVPD, the OMol25 dataset).

```
16
Properties=species:S:1:pos:R:3:forces:R:3
C 1.856935 0.484121 -0.021654 1.7 -3.4 1.4
C 1.263577 -0.637360 -0.430175 -0.6 2.7 -0.9
C -0.076325 -0.619806 -1.108206 0.3 0.7 -1.1
C -1.160747 -1.110317 -0.187169 -0.2 -3.2 0.1
H 2.770280 0.389639 0.592230 -0.2 0.1 -0.8
H 1.440992 1.411056 0.011895 -1.3 2.2 -0.5
H 1.831828 -1.498323 -0.499103 0.9 -2.0 0.5
H -0.220351 0.435150 -1.491051 -0.2 -1.1 0.4
H -0.003373 -1.297917 -2.000284 -0.3 0.6 0.6
H -2.183645 -1.194632 -0.541548 0.1 0.1 -0.7
H -0.892223 -2.151874 0.191074 -0.2 0.7 -1.1
H -1.270080 -0.738696 0.776890 0.3 2.1 1.6
P -0.120887 2.558197 1.666566 -1.9 1.2 2.4
Br 1.985047 2.859871 2.128109 1.0 0.2 0.5
H -0.515746 3.853685 2.388136 0.2 -1.5 -1.1
H -0.527590 1.829710 2.925225 0.6 0.6 -1.4
```
Positions in Å, forces in eV/Å.

- Charge: 0
- Energy: -3073.69997 Eh
- SMILES: C=CCC.PBr
- Energy above the lowest of the compared OMol25 structures with the same formula, charge and spin: 1.517 eV
- Frontier orbital gap: 10.00 eV
- E_HOMO: -9.6 eV